The following is a quantum chemistry calculation of the ion C9H11INOS with charge +1 at a distorted geometry, from the Open Molecules 2025 dataset.

Properties
E_tot	-1175.1012	Ha
E_LUMO	-3.6	eV
F_max	4.1	eV/Å
orbital gap	0.336	Eh

Geometry as ORCA input:
```
! RIJCOSX wB97M-V def2-TZVPD def2/J DEFGRID3
* xyz 1 1
C 2.64413 1.86875 -0.26578
C 1.64876 2.87328 -0.33366
C 2.22652 0.52332 -0.09798
C 0.32309 2.52132 -0.26730
C 0.83319 0.26895 -0.05460
C -0.14320 1.25872 -0.10033
C 0.43817 -1.17750 0.11876
C -2.00577 -0.02776 0.45559
C -1.71901 -2.44382 0.68182
N -1.25682 -1.23115 -0.01770
O -1.46406 1.04238 -0.21040
S 1.10589 -2.35054 -1.15550
I -4.09639 0.01723 0.01035
H 3.73543 2.16421 -0.05901
H 1.88223 3.86673 -0.70687
H 2.83879 -0.30481 -0.04830
H -0.38894 3.33046 -0.22170
H 0.44269 -1.54373 1.09967
H -1.66852 -0.04142 1.47977
H -1.01322 -2.57508 1.45910
H -2.76873 -2.25658 1.13248
H -1.78169 -3.30077 0.10325
H -1.36903 -1.29278 -1.09215
H 1.55648 -1.18939 -1.90950
*
```

These are the natural (NBO) partial charges, in e, on atoms 1 to 6: C -0.1869; C -0.1683; C -0.1820; C -0.2206; C -0.1772; C 0.2650



The following is a quantum chemistry calculation of a cluster of 2 separate species, C9H11IO2 in total at a distorted geometry, from the Open Molecules 2025 dataset.

Properties
E_tot	-797.6065	Ha
E_LUMO	0.3	eV
F_max	4.4	eV/Å
orbital gap	0.297	Eh

Geometry as ORCA input:
```
! RIJCOSX wB97M-V def2-TZVPD def2/J DEFGRID3
* xyz 0 1
C 1.61086 2.43544 -0.17603
C 1.70154 1.47299 0.95184
C 0.57016 2.49449 -0.95404
C 0.61267 0.69405 1.18827
C -0.62109 1.63362 -0.80623
C -0.57171 0.76748 0.43980
C 0.55849 -3.08093 0.32082
C -1.62546 0.04288 0.86344
C -0.75689 -1.86393 -1.13958
O -1.02704 -1.12005 -2.02884
O 0.42386 -2.19461 -0.78446
I -3.57547 0.27235 0.17118
H 2.41176 3.08474 -0.31596
H 2.61040 1.41847 1.43421
H 0.47993 3.53114 -1.55429
H 0.49192 0.11237 2.03182
H -1.49130 2.27753 -0.69383
H 1.08561 -3.90963 -0.01770
H -0.39075 -3.41892 0.65135
H 1.16002 -2.55838 0.99611
H -1.42630 -0.64021 1.59144
H -1.61673 -2.40804 -0.47134
H -0.61448 0.95712 -1.69799
*
```

These are the natural (NBO) partial charges, in e, on atoms 1 to 6: C -0.2613; C -0.1734; C -0.1169; C -0.2095; C -0.5261; C -0.0345



The following is a quantum chemistry calculation of the ion C9H11N2 with charge +1 at a distorted geometry, from the Open Molecules 2025 dataset.

Properties
E_tot	-458.6835	Ha
E_LUMO	-5.7	eV
F_max	4.4	eV/Å
orbital gap	0.281	Eh

Geometry as ORCA input:
```
! RIJCOSX wB97M-V def2-TZVPD def2/J DEFGRID3
* xyz 1 1
C -3.79489 -0.63593 -0.24189
C -2.96741 -1.51117 0.42682
C -3.45005 0.59477 -0.58756
C -1.64839 -1.34359 0.26660
C -2.11630 1.09292 -0.04408
C -1.14867 -0.12248 -0.17188
C 1.18407 0.35548 -0.95517
C 3.28722 -0.08936 0.20106
C 2.02272 0.85265 0.13901
N -1.86658 2.18883 0.57781
N 0.01440 -0.03249 -0.78164
H -4.76065 -0.95997 -0.62806
H -3.45452 -2.25156 1.03830
H -4.10897 1.40424 -0.88089
H -1.02967 -2.20670 0.59529
H 1.71752 0.36520 -1.88044
H 4.13267 0.29585 -0.44222
H 3.64966 -0.32020 1.23866
H 2.81983 -1.04646 -0.24189
H 1.39004 0.92018 1.03935
H 2.33645 1.83968 -0.10931
H -2.60550 2.87378 0.59669
*
```

These are the natural (NBO) partial charges, in e, on atoms 1 to 6: C -0.2264; C -0.0407; C -0.1963; C -0.3115; C 0.2147; C 0.3281



The following is a quantum chemistry calculation of the ion C9H11N2S with charge +1 at a distorted geometry, from the Open Molecules 2025 dataset.

Properties
E_tot	-856.8822	Ha
E_LUMO	-4.4	eV
F_max	5.9	eV/Å
orbital gap	0.262	Eh

Geometry as ORCA input:
```
! RIJCOSX wB97M-V def2-TZVPD def2/J DEFGRID3
* xyz 1 1
C -2.33000 -1.71399 0.00200
C -2.64617 -0.25806 0.10764
C -1.03772 -2.02620 -0.18679
C -1.66952 0.66907 0.07630
C 0.08019 -1.15372 0.19847
C -0.29965 0.30536 -0.04471
C 2.83300 0.38134 0.74272
C 1.36947 -1.54173 -0.58555
C 0.71665 1.22583 0.10301
N 1.97549 1.27094 0.47587
N 0.28755 2.74377 -0.20183
S 2.90545 -1.28774 0.28950
H -3.29533 -2.22559 -0.23203
H -3.59007 0.00760 0.46002
H -0.81486 -3.05100 -0.39811
H -1.99108 1.65778 -0.05839
H 0.24525 -1.27339 1.19107
H 3.76921 0.77680 1.13103
H 1.49116 -0.93463 -1.49176
H 1.66510 -2.53830 -0.85922
H -0.19848 2.72120 -1.02386
H 0.99290 3.34388 -0.07990
H -0.45855 2.90081 0.38451
*
```

These are the natural (NBO) partial charges, in e, on atoms 1 to 6: C -0.2227; C -0.1123; C -0.1272; C -0.2684; C -0.3042; C -0.0507



The following is a quantum chemistry calculation of the ion C9H11N2S with charge +1 at a distorted geometry, from the Open Molecules 2025 dataset.

Properties
E_tot	-856.9456	Ha
E_LUMO (spin up / spin down)	-5.5 / -5.5	eV
F_max	4.1	eV/Å
orbital gap (spin up / spin down)	0.267 / 0.267	Eh

Geometry as ORCA input:
```
! RIJCOSX wB97M-V def2-TZVPD def2/J DEFGRID3
* xyz 1 1
C -0.02107 -0.62980 0.15831
C -0.32392 0.77344 0.18652
C -1.05299 -1.45242 0.05027
C -1.74293 0.96268 0.15727
C 1.44211 -0.59566 0.10879
C 0.87683 1.50167 0.10815
C -1.09115 -2.85860 -0.30148
C 2.10775 -1.84684 0.18919
C 1.02282 2.91618 0.00118
N 1.94030 0.66335 0.02365
N -2.35007 2.17475 0.06351
S -2.52387 -0.57804 -0.01011
H -1.18680 -3.45929 0.57075
H -1.91898 -3.01716 -1.05335
H -0.11677 -3.16537 -0.73597
H 1.39586 -2.45854 -0.35517
H 2.11353 -2.15823 1.16922
H 3.19457 -1.78242 -0.04522
H 0.59584 3.43382 0.92114
H 0.54017 3.33475 -0.99026
H 2.08586 3.10326 -0.17509
H -1.69913 2.89159 -0.32789
H -3.28796 2.24689 0.28660
*
```

These are the natural (NBO) partial charges, in e, on atoms 1 to 6: C -0.2030; C -0.2665; C -0.0097; C 0.1793; C 0.4569; C 0.4094



The following is a quantum chemistry calculation of a structure of composition C9H11N3 at a distorted geometry, from the Open Molecules 2025 dataset.

Properties
E_tot	-513.1208	Ha
E_LUMO	-9.2	eV
F_max	5.6	eV/Å
orbital gap	0.295	Eh

Geometry as ORCA input:
```
! RIJCOSX wB97M-V def2-TZVPD def2/J DEFGRID3
* xyz 2 1
C -2.03621 -1.90374 -0.06837
C -0.69273 -2.21611 -0.18551
C -2.44341 -0.51385 -0.03934
C 0.18203 -1.18922 -0.04066
C -0.22736 0.11582 -0.04799
C -1.48884 0.57553 0.00362
C 1.67118 -1.32948 -0.08782
C 1.58627 0.99681 0.11958
C -1.75636 1.99286 -0.04771
N 2.30033 -0.11958 0.02547
N 2.32755 -2.44337 0.06585
N 1.87229 2.24909 0.29198
H -2.76436 -2.68781 0.05021
H -0.34578 -3.27695 -0.08316
H -3.52353 -0.26050 0.15913
H -2.77573 2.17280 -0.12516
H -1.31184 2.48054 0.81873
H -1.25608 2.51496 -0.70275
H 3.37507 -0.17328 0.09975
H 1.79284 -3.26001 -0.07477
H 3.32491 -2.50885 0.02120
H 1.03940 2.82776 0.09867
H 2.77368 2.77625 0.19513
*
```

These are the natural (NBO) partial charges, in e, on atoms 1 to 6: C -0.1585; C -0.1314; C -0.0874; C -0.2284; C 0.1703; C -0.0403



The following is a quantum chemistry calculation of a structure of composition C9H11N3O2 at a distorted geometry, from the Open Molecules 2025 dataset.

Properties
E_tot	-664.0692	Ha
E_LUMO	0.7	eV
F_max	5.2	eV/Å
orbital gap	0.311	Eh

Geometry as ORCA input:
```
! RIJCOSX wB97M-V def2-TZVPD def2/J DEFGRID3
* xyz 0 1
C 3.38342 0.39653 0.12604
C 3.34560 -0.99005 -0.04106
C 2.26803 1.29865 0.26050
C 2.06643 -1.57361 -0.11269
C 1.07188 0.65297 0.25830
C 0.95204 -0.71406 -0.03331
C -0.38738 1.16085 0.10211
C -2.90210 -0.39713 -0.51970
C -3.73109 -1.18275 0.41913
N -0.31965 -1.21358 -0.07912
N -1.21820 -0.13830 0.27305
N -0.32491 1.56279 -1.32062
O -0.71955 2.11525 0.98393
O -3.80558 0.19144 0.14710
H 4.39180 0.67447 0.29542
H 4.30962 -1.43470 -0.18714
H 2.30164 2.36241 0.62225
H 1.85719 -2.57073 -0.22244
H -3.39780 -1.57363 1.52478
H -4.62989 -1.66200 -0.01717
H -0.53907 -1.88932 -0.80940
H -1.23632 -0.15786 1.29337
H -1.20985 1.90012 -1.78108
H 0.13596 0.90267 -1.92512
H -1.66223 2.27959 0.74287
*
```

These are the natural (NBO) partial charges, in e, on atoms 1 to 6: C -0.2334; C -0.1960; C -0.1825; C -0.2325; C -0.0972; C 0.1315



The following is a quantum chemistry calculation of an isolated molecule of C9H11N3OS at a distorted geometry, from the Open Molecules 2025 dataset.

Properties
E_tot	-987.0062	Ha
E_LUMO (spin up / spin down)	-1.0 / -2.9	eV
F_max	4.2	eV/Å
orbital gap (spin up / spin down)	0.284 / 0.186	Eh

Geometry as ORCA input:
```
! RIJCOSX wB97M-V def2-TZVPD def2/J DEFGRID3
* xyz 0 1
C -2.99005 0.33539 -1.59281
C -2.82502 -1.05185 -1.70957
C -2.14476 1.11431 -0.83876
C -1.81533 -1.71719 -0.97271
C -1.08084 0.47335 -0.14840
C -0.96518 -0.89507 -0.20050
C -0.03054 1.27214 0.53355
C 3.19148 0.94166 0.62132
C 2.27358 1.93841 -0.14383
N 0.26738 -3.17285 0.33119
N 0.14936 -1.46167 2.40487
N 0.90549 1.53211 -0.30502
O 0.11395 1.35933 1.79397
S 0.27078 -1.69756 0.84202
H -3.92152 0.62141 -2.02238
H -3.48070 -1.72877 -2.37016
H -2.38571 2.17329 -0.76321
H -1.71371 -2.89229 -0.88711
H 4.15441 1.40198 0.75756
H 2.78042 0.90207 1.72761
H 3.29789 -0.08412 0.11446
H 2.30575 2.97438 0.43564
H 2.68644 2.05797 -1.10827
H 0.60384 -3.93725 0.87261
H 0.35258 -0.45920 2.62792
*
```

These are the natural (NBO) partial charges, in e, on atoms 1 to 6: C -0.2081; C -0.1941; C -0.1796; C -0.1787; C -0.0961; C -0.2519



The following is a quantum chemistry calculation of a cluster of 2 separate species, C9H11NO in total at a distorted geometry, from the Open Molecules 2025 dataset.

Properties
E_tot	-479.4706	Ha
E_LUMO	0.8	eV
F_max	4.9	eV/Å
orbital gap	0.319	Eh

Geometry as ORCA input:
```
! RIJCOSX wB97M-V def2-TZVPD def2/J DEFGRID3
* xyz 0 1
C 0.59085 -0.14625 -1.67913
C 0.48844 0.69100 -0.56812
C -0.59391 -1.01212 2.69675
C -0.90836 -2.29301 2.11058
C -0.19563 0.03588 1.88007
C -0.52295 -2.60563 0.79335
C 0.08057 -0.16248 0.49318
C -0.08583 -1.51554 0.02581
N 0.22023 -1.47600 -1.34669
C 0.85100 2.18856 -0.44614
H 0.79437 0.15457 -2.70683
H -0.86416 -0.85403 3.74917
H -1.47492 -3.06596 2.64644
H -0.05204 1.04077 2.29863
H -0.66869 -3.55860 0.26781
H 0.15959 -2.30365 -1.94489
H 1.52520 2.47334 -1.27135
H 1.37287 2.36137 0.51010
H -0.04153 2.83564 -0.48179
O -0.02713 2.75116 -2.30658
H -0.61358 2.32179 -1.64327
H -0.03439 2.13921 -3.07710
*
```

These are the natural (NBO) partial charges, in e, on atoms 1 to 6: C -0.0372; C -0.0981; C -0.2489; C -0.2015; C -0.1839; C -0.2584



The following is a quantum chemistry calculation of a cluster of 2 separate species, C9H11NO3 in total at a distorted geometry, from the Open Molecules 2025 dataset.

Properties
E_tot	-629.9108	Ha
E_LUMO	0.2	eV
F_max	6.3	eV/Å
orbital gap	0.366	Eh

Geometry as ORCA input:
```
! RIJCOSX wB97M-V def2-TZVPD def2/J DEFGRID3
* xyz 0 1
C -0.26560 3.03239 1.12879
C -0.84062 2.56654 -0.04581
C 0.81662 2.32794 1.78516
C -0.22334 1.51465 -0.66021
C 1.35488 1.23760 1.20902
C 0.87992 0.97553 -0.08163
C -2.09322 -1.83685 0.40383
C -0.99302 -2.04975 -0.59322
C 1.46250 -0.16057 -0.87156
N 0.00190 -2.82721 -0.39304
O 0.87147 -3.24140 -1.40740
O 1.26660 -0.45663 -2.02015
O 2.34302 -0.92318 -0.12095
H -0.80920 3.96384 1.45703
H -1.67261 2.89987 -0.60770
H 1.26508 2.51972 2.76290
H -0.49577 1.08876 -1.51597
H 2.04718 0.72453 1.69995
H -1.96912 -0.84506 0.70410
H -1.87964 -2.63457 1.21810
H -3.01571 -1.92273 0.02181
H -1.36196 -1.60738 -1.47033
H 0.66615 -2.57313 -2.14552
H 2.64448 -1.77290 -0.45721
*
```

These are the natural (NBO) partial charges, in e, on atoms 1 to 6: C -0.1883; C -0.2094; C -0.2115; C -0.1747; C -0.1551; C -0.1552



The following is a quantum chemistry calculation of an isolated molecule of C9H11NO4 at a distorted geometry, from the Open Molecules 2025 dataset.

Properties
E_tot	-705.1153	Ha
E_LUMO	0.9	eV
F_max	3.5	eV/Å
orbital gap	0.362	Eh

Geometry as ORCA input:
```
! RIJCOSX wB97M-V def2-TZVPD def2/J DEFGRID3
* xyz 0 1
C -4.31466 1.00862 -0.30849
C -4.20523 -0.38819 -0.38413
C -3.20543 1.68560 0.08897
C -2.99795 -0.99319 -0.08279
C -1.95083 1.05256 0.39011
C -1.90026 -0.27413 0.33187
C 4.58303 0.97707 -0.76444
C 3.92831 -0.16528 0.03087
C 1.63257 -0.74868 0.36346
N -0.74436 -1.03115 0.78182
O 0.44758 -0.16620 0.38849
O -0.62276 -2.23618 0.19060
O 1.95594 -1.86489 0.58754
O 2.48057 0.25051 0.03638
H -5.33691 1.32911 -0.40140
H -5.19909 -0.84242 -0.75533
H -3.30762 2.72318 0.53212
H -2.65414 -2.05076 -0.25675
H -1.22073 1.64539 0.87270
H 5.72319 1.04369 -1.06398
H 4.04965 1.27305 -1.74052
H 4.36166 1.86597 -0.15137
H 4.36061 -0.18314 1.12111
H 4.10205 -1.15085 -0.45474
H 0.03481 -2.75970 0.64789
*
```

These are the natural (NBO) partial charges, in e, on atoms 1 to 6: C -0.2381; C -0.1866; C -0.1854; C -0.2533; C -0.2214; C 0.0913



The following is a quantum chemistry calculation of a cluster of 2 separate species, C9H11NOS in total at a distorted geometry, from the Open Molecules 2025 dataset.

Properties
E_tot	-877.5800	Ha
E_LUMO	0.5	eV
F_max	4.8	eV/Å
orbital gap	0.330	Eh

Geometry as ORCA input:
```
! RIJCOSX wB97M-V def2-TZVPD def2/J DEFGRID3
* xyz 0 1
C -0.01847 -2.32044 0.72158
C 0.44281 -1.14274 1.17051
C -1.00950 -1.13280 -1.05983
C -0.76699 -2.33397 -0.44627
C 0.31945 0.01298 0.35688
C 0.80371 1.27499 0.84093
C 0.54321 2.48494 0.03078
C -1.43122 -3.50461 -1.16409
C 0.38075 3.87826 0.56113
N -0.41324 0.00997 -0.75242
O 2.44104 1.42922 -1.37588
S 2.25810 1.96460 -0.02981
H 0.13980 -3.17850 1.26637
H 0.86460 -1.25553 2.18243
H -1.68888 -1.25508 -1.81367
H 1.13402 1.39142 2.25031
H -0.07314 2.39843 -0.88878
H -1.56568 -3.33545 -2.19181
H -0.94229 -4.39634 -1.20361
H -2.31408 -3.91557 -0.72530
H 0.37456 4.73140 -0.12580
H 1.19424 4.24956 1.30066
H -0.67280 3.94526 1.09567
*
```

These are the natural (NBO) partial charges, in e, on atoms 1 to 6: C -0.1702; C -0.2187; C 0.0427; C -0.0420; C 0.1405; C -0.3602